Entry 1:
ORCA calculation (wB97M-V/def2-TZVPD) on a structure of composition C26H51BeCl3N2O3PSi in a non-equilibrium geometry.

The geometry in XYZ format:
```
88
Properties=species:S:1:pos:R:3:forces:R:3
C -0.8703 -0.2204 -5.3535 -0.2 -0.3 -0.2
C -1.3443 0.3522 -4.0577 -0.5 0.6 0.8
H -1.7058 -0.5355 -5.9848 0.1 -0.1 0.0
H -0.2064 -1.0747 -5.1970 -0.1 0.0 0.0
H -0.3079 0.5439 -5.9053 0.0 0.0 0.1
C -2.5158 0.9998 -3.9265 0.8 -0.3 -0.1
C -3.5941 0.9713 -4.9500 -0.5 0.4 -0.4
H -2.7181 1.6101 -3.0488 0.0 -0.5 0.0
H -3.9435 -0.0466 -5.1828 0.2 0.2 0.1
H -3.2765 1.4458 -5.8868 -0.1 -0.1 0.0
H -4.4557 1.5328 -4.5698 0.0 -0.1 -0.2
Be -2.1204 -1.8871 -2.3371 2.6 0.7 2.3
Cl 1.7746 1.2104 0.9700 0.7 -2.2 -2.1
Cl 1.6483 -1.4078 -0.5126 -0.1 -0.6 -0.2
H 4.7106 -2.5622 4.9165 -0.1 0.0 0.1
H 5.0636 -2.9766 2.3254 -0.3 0.0 0.0
C 3.6912 -2.9244 4.7403 0.0 -0.1 -0.3
C 3.9912 -3.2315 2.2853 -0.1 0.1 0.2
N 3.2671 -2.6079 3.3912 0.1 0.1 -0.3
H 3.0035 -2.4484 5.4343 0.0 0.0 0.0
C 2.3747 -1.6093 3.1752 -0.5 0.7 0.4
O 1.8175 -0.9640 4.0744 0.7 -0.8 -0.9
H 3.5734 -2.8848 1.3312 0.1 -0.1 0.3
H 2.1852 -1.4127 2.0931 0.0 -0.1 0.6
H 3.6857 -4.0095 4.8748 0.0 0.1 0.1
H 3.9004 -4.3271 2.3441 0.0 0.3 -0.1
H -5.0098 -2.0594 -2.3249 -0.3 -0.2 0.3
H -4.7556 0.9084 -1.0104 -0.1 0.1 0.2
C -5.1691 -2.0839 -1.2384 0.3 0.5 0.1
C -4.8954 0.1762 -0.2008 0.5 -0.9 -0.7
N -4.2991 -1.1085 -0.5709 -3.6 0.9 -1.0
H -4.9672 -3.0980 -0.8740 0.1 0.2 0.0
C -3.0712 -1.4637 -0.1995 1.3 1.5 3.1
O -2.4405 -2.3834 -0.8332 1.3 -1.9 -2.5
H -4.4354 0.5595 0.7127 0.0 0.0 0.1
H -2.6304 -0.9461 0.6695 -0.2 -0.3 -0.3
H -6.2018 -1.8146 -1.0158 -0.2 -0.1 0.0
H -5.9697 0.0305 -0.0503 0.1 0.1 0.1
O -0.5993 -1.1293 -2.2490 -2.5 0.5 -1.1
C -0.4189 0.1246 -2.8560 0.4 0.2 0.8
C -1.6262 1.3659 -0.9845 -0.5 0.3 0.0
C -0.5565 1.2912 -1.8666 0.4 0.0 -0.6
H -2.2872 0.4921 -0.8655 0.5 0.5 0.1
C -1.9460 2.5846 -0.3703 0.2 -0.1 -0.2
H 0.6109 0.1844 -3.2410 0.2 0.0 0.0
C 0.2867 2.4003 -2.0235 -0.5 -0.1 0.0
H -2.8164 2.6379 0.2893 0.2 0.0 -0.2
C -1.1853 3.7297 -0.6433 -0.2 -0.4 0.3
C -0.0585 3.6220 -1.4528 0.2 0.1 -0.1
H 1.1742 2.3032 -2.6498 -0.2 0.1 0.0
H -1.4574 4.6852 -0.1922 0.1 -0.2 -0.2
H 0.5396 4.5085 -1.6683 -0.1 -0.2 0.1
Si 1.2523 -3.2351 -1.4448 0.7 -1.2 0.1
Cl -3.1004 -2.3130 -3.8354 -0.6 -0.5 -1.2
C 1.0260 -4.5906 -0.1143 0.0 0.0 0.0
C 2.9507 -3.6295 -2.2026 -0.1 -0.2 0.1
C -0.0030 -3.6417 -2.7694 0.0 0.2 -0.2
H 0.4831 -4.2500 0.7719 0.0 0.0 -0.1
H 1.9832 -5.0142 0.2282 -0.1 0.3 -0.1
H 0.4577 -5.4332 -0.5499 0.1 0.4 0.1
H -0.9945 -3.8372 -2.3190 0.4 0.1 -0.3
H 0.3356 -4.5627 -3.2693 0.0 0.0 0.3
H -0.0539 -2.8426 -3.5230 -0.1 -0.5 0.3
H 3.2903 -2.8280 -2.8595 0.0 0.0 -0.1
H 2.9024 -4.5691 -2.7839 0.0 0.3 0.2
H 3.7029 -3.7600 -1.4079 -0.2 0.1 -0.2
C -0.6361 1.1281 3.3322 -0.1 -0.2 0.0
C -0.2709 2.5064 2.7869 -0.1 0.5 0.1
P 1.4756 2.6894 2.3492 -0.7 2.5 2.5
C 1.8447 4.2390 1.5192 -0.2 0.1 0.3
C 2.9726 5.0733 2.1341 0.1 0.2 0.0
C 2.5586 2.2629 3.7198 0.0 0.0 -0.2
C 2.3250 3.0761 4.9891 0.2 0.1 0.4
H -0.4516 0.3335 2.6017 0.0 0.2 0.1
H -1.7034 1.1147 3.5764 0.1 0.0 0.0
H -0.0788 0.8723 4.2392 0.0 0.1 -0.2
H -0.8592 2.7435 1.8868 0.2 -0.1 0.2
H -0.4786 3.2888 3.5339 -0.2 -0.3 -0.2
H 2.0816 3.9855 0.4771 0.1 0.1 -0.3
H 0.9107 4.8195 1.5028 0.2 -0.2 -0.1
H 3.9030 4.4988 2.2424 -0.2 0.1 0.0
H 3.1845 5.9267 1.4785 0.1 -0.1 0.0
H 2.6967 5.4811 3.1159 0.0 -0.2 -0.3
H 2.4268 1.1861 3.9241 0.0 0.3 -0.1
H 3.5868 2.4049 3.3528 -0.1 -0.1 0.1
H 1.2837 3.0195 5.3341 0.2 0.0 -0.2
H 2.9593 2.6718 5.7867 0.0 0.0 0.1
H 2.5937 4.1319 4.8623 -0.2 -0.3 0.0
```
Forces are in eV/Å.

## Properties
Kohn-Sham gap (alpha / beta) = 0.1346 / 0.1277 Eh
net charge = -1
total energy = -92050.949 eV
relative energy (zero: lowest compared OMol25 entry of this formula, charge and spin) = 502.68 kJ/mol



Entry 2:
ORCA calculation (wB97M-V/def2-TZVPD) on a structure of composition C26H51Cl15N10O30 in a non-equilibrium geometry.

The geometry in XYZ format:
```
132
Properties=species:S:1:pos:R:3:forces:R:3
C 23.1798 33.2999 24.2435 -2.9 0.7 -3.2
C 23.3011 34.7849 23.9306 0.3 -1.1 -4.1
C 23.3267 34.9462 22.3944 1.1 4.7 2.0
N 23.4866 36.3848 21.8236 0.8 0.5 1.1
C 22.4225 37.4111 22.4286 2.4 -8.1 -0.4
C 23.4432 36.2550 20.2650 0.5 0.4 3.2
C 24.8302 35.7806 19.8717 2.8 -1.0 3.7
C 25.7609 36.5220 20.8801 -2.7 1.2 0.4
C 24.9614 36.9036 22.0961 -0.8 -0.6 -4.0
H 22.5510 33.2191 25.1303 2.4 -2.2 -1.4
H 24.1416 32.7890 24.2884 -5.9 4.7 -3.3
H 22.5708 32.8039 23.4877 0.2 -0.1 -0.3
H 24.1597 35.2500 24.4150 -1.9 -1.0 -1.4
H 22.4499 35.3865 24.2493 2.3 -2.4 -3.8
H 22.3693 34.6451 21.9691 1.5 1.8 1.2
H 24.1483 34.4020 21.9286 0.0 1.3 0.6
H 22.4909 38.3973 21.9694 -3.3 -3.3 -3.3
H 22.7147 37.4798 23.4765 -0.6 -1.3 -1.3
H 21.4038 37.0233 22.4308 4.2 -2.3 -1.0
H 23.3083 37.2896 19.9494 -0.9 -1.6 1.5
H 22.5905 35.6495 19.9579 1.0 1.1 1.1
H 25.2118 35.9988 18.8743 -0.2 -1.0 1.0
H 24.9157 34.7115 20.0658 0.6 0.6 0.5
H 26.1088 37.4269 20.3818 0.1 -1.1 0.1
H 26.6761 35.9984 21.1566 -2.7 1.8 1.2
H 24.9328 37.9925 22.0579 -0.2 -1.0 0.1
H 25.2751 36.6987 23.1196 0.4 -2.3 -3.6
Cl 20.6167 36.6301 18.8570 -0.5 6.9 -2.8
O 21.0091 37.9629 18.4158 -2.8 -4.5 0.7
O 21.0614 36.5736 20.2021 -0.4 -1.4 2.7
O 19.1969 36.5525 18.8701 -2.1 -1.4 0.1
O 21.1756 35.6523 17.9981 0.7 -2.0 0.1
Cl 22.1968 40.0398 20.2801 -0.7 -1.5 -6.0
O 23.0657 41.1216 20.2996 0.8 2.6 -0.1
O 21.5950 39.9397 19.0013 -1.5 3.1 1.8
O 22.9988 38.8531 20.3866 0.3 -0.3 -0.5
O 21.2689 40.0147 21.3358 -1.7 1.2 1.5
Cl 23.7901 37.8601 17.4021 0.4 8.5 -3.0
O 24.1300 37.3064 18.6630 0.4 2.6 -4.8
O 24.8521 38.7580 16.9516 1.7 -1.0 0.4
O 23.6363 36.8859 16.3969 -1.0 -2.0 -1.2
O 22.6938 38.7907 17.4871 1.9 -1.9 -1.5
C 24.4271 40.2945 23.4977 0.8 3.1 -1.4
Cl 26.0535 39.6734 23.7325 2.0 2.2 -1.8
Cl 23.8422 40.8678 25.0555 -0.8 1.4 -0.1
Cl 24.4884 41.6904 22.2027 -1.1 -0.1 5.2
Cl 23.3737 39.1311 22.7705 5.8 8.2 5.8
C 20.0003 38.2560 24.2083 0.4 0.3 -0.3
Cl 19.2533 36.7869 24.9774 -2.7 2.2 -3.4
Cl 20.2119 38.0008 22.4784 -7.9 4.1 1.7
Cl 18.9897 39.7102 24.4504 0.1 -0.5 0.3
Cl 21.6378 38.5161 24.9031 -4.1 3.9 0.9
C 25.7662 32.8882 26.4196 0.5 -0.5 0.0
Cl 24.5373 33.4627 27.5846 0.3 -0.6 -0.1
Cl 26.6337 34.3112 25.8461 1.1 -5.0 8.5
Cl 26.9253 31.7486 27.1305 0.1 -0.3 0.7
Cl 24.9548 32.0233 25.0284 7.9 -6.3 10.2
C 24.7246 36.5472 26.2007 0.0 -0.4 0.7
N 24.9195 37.7540 25.3062 0.5 0.8 1.6
O 25.1167 38.8709 25.8319 -0.6 -4.0 0.4
O 24.9222 37.5157 24.0746 -2.2 3.0 8.6
H 25.5616 36.3405 26.8676 0.2 0.8 -0.3
H 24.6253 35.7133 25.5058 -0.2 1.1 2.0
H 23.8174 36.5452 26.8048 0.6 1.1 0.2
C 21.0722 36.2544 26.7777 0.5 -0.3 2.9
N 22.0531 35.7039 25.7890 -1.2 4.2 3.9
O 22.3538 34.5557 25.7900 0.2 3.2 5.7
O 22.6439 36.5490 25.1277 -0.6 -1.1 2.9
H 20.0470 36.4290 26.4513 1.6 -0.6 1.0
H 21.4358 37.2012 27.1770 0.3 0.0 -0.6
H 21.0134 35.6357 27.6732 0.4 -0.7 -0.3
C 20.6657 33.1108 25.3030 -2.2 -0.6 -1.1
N 19.3330 33.2814 25.8872 -2.5 0.7 0.6
O 18.7130 32.2744 26.1454 0.0 -0.3 0.3
O 18.8193 34.4144 26.0437 1.3 -1.7 -0.1
H 21.3889 32.9794 26.1078 -1.0 -0.3 -0.3
H 20.7269 33.9846 24.6542 0.7 -0.5 0.9
H 20.5544 32.2763 24.6107 0.2 -0.3 0.5
C 27.3731 33.6390 18.9134 1.7 0.8 -0.5
N 27.5597 35.0554 19.3357 0.1 -0.6 1.3
O 27.4559 35.2540 20.5527 5.9 -4.3 -2.6
O 27.7825 35.9422 18.5429 0.2 -0.1 -0.5
H 28.2846 33.0882 19.1454 0.2 0.1 0.8
H 27.4374 33.6403 17.8253 -0.7 0.2 0.5
H 26.5131 33.1603 19.3817 0.7 0.9 -0.2
C 27.3533 34.0176 23.3062 2.9 2.1 -0.2
N 26.8743 35.3085 23.8462 -0.8 1.9 -3.8
O 25.7524 35.3001 24.3727 3.3 1.9 -6.1
O 27.5450 36.3187 23.6599 -0.4 -0.6 0.9
H 28.1230 34.2982 22.5871 -0.2 -0.1 -0.1
H 26.4788 33.5209 22.8859 1.8 0.8 0.6
H 27.8480 33.6988 24.2237 0.0 -1.4 -1.0
C 21.0425 33.1342 20.0370 0.2 -0.1 -1.6
N 22.2297 32.5495 20.7023 -4.4 1.0 1.5
O 22.4087 31.3705 20.6985 -0.2 -1.8 0.4
O 22.9423 33.3700 21.2659 -2.4 -5.3 -2.3
H 21.0103 34.1852 20.3241 0.6 -0.6 -0.9
H 20.1015 32.6589 20.3140 0.5 -0.4 0.1
H 21.2470 33.0099 18.9736 -0.2 0.2 -0.1
C 19.3807 35.0886 21.6043 0.4 0.4 1.5
N 20.4928 34.6036 22.5683 -1.3 -1.2 -2.2
O 20.9191 35.3402 23.4143 -2.1 0.1 -0.2
O 20.9852 33.4980 22.3402 -2.8 0.7 2.5
H 19.5320 36.1636 21.7022 -0.8 -0.7 -0.7
H 18.4334 34.7826 22.0484 0.1 -0.2 0.1
H 19.5412 34.6950 20.6006 -0.5 0.4 0.7
C 25.7490 30.7501 22.3191 -0.3 0.1 0.7
N 25.3349 32.1368 22.0363 0.7 -1.6 -1.3
O 25.1773 32.4325 20.8696 4.5 0.1 5.8
O 25.2712 32.8754 22.9932 -1.8 0.3 -3.2
H 25.9772 30.8337 23.3816 0.0 -1.0 -0.3
H 26.6533 30.5040 21.7626 -0.3 0.1 -0.3
H 24.8866 30.1322 22.0690 0.3 -0.3 0.1
C 25.6323 39.3547 20.5553 1.0 1.1 -0.1
N 26.4588 40.5176 20.1321 -1.6 1.8 -0.5
O 26.3062 41.5669 20.7968 3.1 -1.7 -2.7
O 27.1155 40.3992 19.1166 0.3 0.3 0.7
H 24.7632 39.7135 21.1067 0.9 0.0 -0.5
H 26.3785 38.8594 21.1766 -0.5 -0.1 0.1
H 25.3155 38.7720 19.6903 0.3 0.5 0.0
C 23.6602 34.0421 18.7757 0.5 -2.4 -1.8
C 24.2943 34.4373 17.5736 -2.2 0.2 1.8
C 25.2069 33.6176 17.0350 0.9 -1.0 -1.6
C 25.6116 32.3906 17.5989 -1.9 0.0 -0.7
C 25.0294 32.0347 18.8044 0.9 -1.5 -4.5
C 24.1253 32.8833 19.3535 -2.8 -0.1 -3.1
H 22.9310 34.6510 19.2895 0.5 -1.3 -1.3
H 24.0169 35.4245 17.2346 0.2 -0.6 -0.7
H 25.6016 33.9368 16.0817 0.5 0.0 -0.1
H 26.4105 31.8508 17.1124 -0.1 -0.4 0.0
H 25.3164 31.0952 19.2532 -0.1 -0.1 0.0
H 23.7225 32.6156 20.3191 2.6 -0.1 -3.6
```
Forces are in eV/Å.

## Properties
Kohn-Sham gap = 0.1831 Eh
net charge = -2
total energy = -291846.345 eV
relative energy (zero: lowest compared OMol25 entry of this formula, charge and spin) = 5015.97 kJ/mol